(1)
Molecular formula: C6H6Cl2CrInO4
Method: DFT, the ωB97M-V functional and the def2-TZVPD basis

The multiplicity is 4. Its frontier orbital gap (spin up / spin down) is 3.67 / 6.44 eV. The net charge is +4. The value obtained for the molar mass is 379.83 g/mol. The highest occupied orbital energy (spin up / spin down) is -24.42 / -25.14 eV.

Structure (XYZ):
```
20
Properties=species:S:1:pos:R:3:forces:R:3:mulliken_spin:R:1
Cr -1.243788 -0.722300 -2.966869 -4.5 -0.5 4.6 2.827
In 2.007226 -0.273227 0.813812 -0.2 0.6 0.5 0.409
Cl -3.208909 -1.577115 -2.973285 1.8 0.9 -0.3 -0.388
Cl -0.390748 -0.161864 -0.974618 -0.5 -0.5 -1.5 -0.214
C 1.820883 2.273423 0.575442 -2.1 3.8 0.8 0.040
C -0.134808 -2.037949 -3.698464 6.4 -7.2 -5.1 -0.140
C -0.562809 0.591814 -4.137777 4.9 6.4 -5.9 -0.138
O 1.278089 3.269762 0.747150 2.2 -3.7 -0.8 -0.008
O 0.582380 -2.789904 -4.248328 -4.6 4.7 3.6 0.108
O 0.078049 1.317081 -4.789829 -3.9 -4.1 3.7 0.105
C 1.033758 -0.704398 4.009914 0.3 -0.3 0.8 0.009
C 0.072585 0.133117 3.253799 -0.3 0.2 0.0 0.003
C -1.120591 0.666401 3.952946 -0.2 0.1 0.7 0.060
O 0.216211 0.426291 2.032035 0.7 -0.8 0.4 0.315
H 0.726901 -0.826671 5.060875 0.1 0.1 -0.4 -0.004
H 2.046580 -0.266348 4.043055 -0.2 0.2 -0.2 0.007
H 1.095417 -1.714659 3.590185 -0.1 -0.1 -0.2 0.005
H -1.194127 1.751400 3.832734 0.0 0.0 -0.2 -0.002
H -2.041809 0.233051 3.545462 0.1 0.0 -0.2 -0.001
H -1.056791 0.420594 5.019059 -0.1 0.1 -0.3 0.007
```
Positions in Å, forces in eV/Å.

(2)
Molecular formula: C3H10N2O
Method: DFT, the ωB97M-V functional and the def2-TZVPD basis

Its frontier orbital gap is 10.31 eV. Its energy above the lowest of the compared OMol25 structures with the same formula, charge and spin is 208.4 kJ/mol. The value obtained for the molar mass is 90.13 g/mol. Its SMILES is NC=O.CCN. The highest occupied orbital energy is -9.34 eV.

Structure (XYZ):
```
16
Properties=species:S:1:pos:R:3:forces:R:3:lowdin_charge:R:1
N -0.662752 1.216524 -1.497038 0.8 0.9 -2.1 -0.005
C -1.496341 1.696523 -0.418476 2.4 0.6 -1.3 -0.415
O -2.549707 1.221159 -0.167284 -0.4 0.0 1.0 0.068
H -0.173917 0.326633 -1.645238 -1.2 0.3 1.1 0.061
H -0.602000 1.749203 -2.391751 -0.3 -0.1 1.6 0.085
H -0.961670 2.615153 0.118885 -1.5 -1.5 -0.7 0.143
C 1.701301 -2.490121 1.034684 -1.2 1.1 -0.9 -0.115
C 1.838770 -1.061979 0.518912 1.3 2.4 -0.8 -0.335
N 0.541754 -0.302783 0.427589 1.1 -0.3 1.2 -0.050
H 1.351272 -2.510387 2.048694 -0.5 0.1 0.5 0.061
H 2.663416 -2.893478 1.087175 1.5 -1.0 -0.3 0.043
H 1.025220 -3.085538 0.390722 0.5 0.3 0.4 0.088
H 2.237728 -0.997447 -0.560095 -0.3 -0.6 1.6 0.112
H 2.624194 -0.404483 1.142082 -1.5 -1.7 -1.0 0.131
H 0.783104 0.696480 0.544736 -0.3 -0.7 -0.3 0.064
H 0.034906 -0.528137 1.278478 -0.3 0.0 0.0 0.064
```
Positions in Å, forces in eV/Å.

(3)
Molecular formula: C21H15CaCl5N2O4SSi
Method: DFT, the ωB97M-V functional and the def2-TZVPD basis

Its frontier orbital gap is 4.49 eV. The net charge is -2. Its energy above the lowest of the compared OMol25 structures with the same formula, charge and spin is 1502.9 kJ/mol. The value obtained for the molar mass is 636.86 g/mol. The highest occupied orbital energy is -0.23 eV.

Structure (XYZ):
```
50
Properties=species:S:1:pos:R:3:forces:R:3:lowdin_charge:R:1
Ca 0.032160 0.576240 0.979867 -0.2 0.6 0.3 1.273
O 2.517715 -2.878848 1.822206 0.0 -0.1 0.0 -0.014
C 2.048197 -1.744066 1.849903 -0.1 0.2 0.2 -0.709
O 1.000385 -1.338381 1.221504 0.4 -0.3 0.1 -0.252
C 2.685982 -0.711213 2.757572 -0.2 -0.3 0.0 -0.151
C 3.159389 -1.073090 3.978805 0.2 0.3 0.1 -0.062
C 3.415829 -0.134209 5.023999 0.2 -0.3 -0.1 -0.146
C 2.938066 1.155822 4.857052 -0.5 0.1 0.0 -0.098
C 2.338103 1.494666 3.669813 1.2 -0.1 -0.1 -0.320
N 2.559183 0.693730 2.515406 -0.2 0.0 -0.4 -0.009
C -0.020930 2.287113 2.827532 -0.7 0.1 0.0 -0.674
O 1.712724 3.917488 3.985925 0.3 0.1 0.0 -0.454
O -1.195694 1.799060 2.535232 0.1 0.0 0.0 -0.316
H 3.269124 -2.136557 4.147293 0.0 0.0 0.0 0.104
H 3.834926 -0.456302 5.968091 0.0 0.0 0.0 0.060
H 2.926528 1.881722 5.661331 0.0 0.0 0.0 0.101
C -3.489182 -3.206210 -3.861613 0.0 0.0 0.0 -0.199
Si -2.652458 -1.541078 -3.534103 0.0 0.1 -0.1 0.495
C -3.580026 -0.250340 -4.539598 0.0 0.0 0.0 -0.184
C -0.906055 -1.710891 -4.175750 0.0 0.0 0.0 -0.217
C -2.858553 -1.182604 -1.704507 0.0 -0.1 0.0 -0.268
C -3.954436 -1.701843 -1.032172 0.1 0.0 0.0 -0.110
C -4.120496 -1.524390 0.340354 0.0 0.0 0.0 -0.092
C -3.119813 -0.853413 1.013446 0.0 0.0 0.0 -0.141
N -2.070728 -0.318070 0.400777 -0.3 -0.2 -0.3 -0.096
C -1.939841 -0.411103 -0.941172 -0.2 0.1 -0.1 -0.774
S -0.659411 0.501710 -1.681481 -0.1 0.0 -0.2 0.520
H -3.375539 -3.478175 -4.914540 0.0 0.0 0.0 0.020
H -4.558313 -3.196478 -3.638304 0.0 0.0 0.0 0.013
H -3.028210 -3.992136 -3.258478 0.0 0.0 0.0 0.032
H -3.546044 -0.480569 -5.608366 0.0 0.0 0.0 0.020
H -3.135145 0.734986 -4.386550 0.0 0.0 0.0 0.026
H -4.627561 -0.199753 -4.232674 0.0 0.0 0.0 0.022
H -0.931931 -2.176097 -5.166553 0.0 0.0 0.0 0.021
H -0.304500 -2.335680 -3.512078 0.0 0.0 0.0 0.037
H -0.409205 -0.745320 -4.237774 0.0 0.0 0.0 -0.007
H -4.700107 -2.270725 -1.578530 0.0 0.0 0.0 0.084
H -4.976821 -1.920933 0.868619 0.0 0.0 0.0 0.085
H -3.147742 -0.718383 2.089742 0.0 0.0 0.0 0.113
Cl 1.295812 2.770412 3.143098 -1.9 0.0 1.0 0.927
C 2.201008 2.808526 1.642580 1.9 -0.1 -0.7 -0.289
C 2.562448 1.440025 1.363427 1.0 0.3 0.8 -0.320
C 3.200871 1.183991 0.131472 -0.2 -0.3 -0.3 -0.600
Cl 3.743977 -0.414468 -0.250970 0.0 0.0 0.0 0.762
C 3.479300 2.223299 -0.740337 -0.2 0.1 0.2 -0.712
Cl 4.101245 1.881274 -2.318438 0.1 0.0 0.0 0.620
C 3.274074 3.567741 -0.352467 0.1 0.0 -0.3 -0.717
Cl 3.770686 4.851340 -1.418689 0.0 0.0 0.0 0.588
C 2.698472 3.848080 0.869686 -0.6 -0.1 0.1 -0.663
Cl 2.542539 5.484102 1.420412 0.0 0.0 -0.1 0.670
```
Positions in Å, forces in eV/Å.

(4)
Molecular formula: C9H7BCo2O6
Method: DFT, the ωB97M-V functional and the def2-TZVPD basis

Its frontier orbital gap is 7.43 eV. Its energy above the lowest of the compared OMol25 structures with the same formula, charge and spin is 7.9 kJ/mol. The value obtained for the molar mass is 339.83 g/mol. The highest occupied orbital energy is -8.39 eV.

Structure (XYZ):
```
25
Properties=species:S:1:pos:R:3:forces:R:3:lowdin_charge:R:1
H 0.385928 -2.171069 -0.872815 0.4 -0.6 -0.2 0.087
B -0.625318 -4.044437 -2.573746 1.7 1.1 1.8 0.090
H -1.470092 -4.283068 -1.731711 0.1 -0.3 -0.9 -0.027
H -0.755600 -3.254047 -3.479723 -0.2 -0.8 0.1 -0.026
H 0.570510 -4.238755 -2.147660 -1.6 -0.2 -1.0 -0.004
O -3.297034 0.805316 2.381974 1.0 0.5 -0.5 0.164
C -2.288393 1.206347 2.014632 -0.5 -0.4 0.4 -0.139
Co -0.686391 1.767552 1.507142 -0.8 -0.3 -0.1 0.020
C -1.031442 2.658165 0.002902 -1.4 2.9 -3.3 -0.119
O -1.314308 3.365652 -0.888306 0.9 -2.2 2.6 0.112
C -0.561863 2.856711 2.892451 1.2 1.0 2.0 -0.150
O -0.414875 3.529038 3.815738 -0.5 -0.7 -1.3 0.136
C -0.287020 -0.082598 1.146682 -1.3 -2.1 2.0 -0.249
C -0.163430 -0.429725 -0.135032 0.0 -0.8 1.2 -0.231
C -0.452423 -1.519669 -1.048611 -1.1 0.4 -1.0 -0.079
Co 1.202727 0.631805 0.326493 3.0 2.3 -1.3 0.055
C 1.216042 1.177278 -1.329233 1.1 1.3 -4.8 -0.121
O 1.267333 1.462976 -2.468760 -0.5 -1.0 3.8 0.140
C 2.907017 -0.082216 0.374533 2.7 -1.6 0.6 -0.030
O 3.992696 -0.521191 0.358484 -3.7 1.6 -0.1 0.128
C 1.668241 2.163138 1.242282 0.4 0.7 0.5 -0.172
O 2.294106 3.052099 1.628820 -0.8 -1.0 -0.4 0.134
H -0.313157 -0.808568 1.974323 -0.5 0.2 -0.4 0.104
H -0.440597 -1.195889 -2.093544 0.3 0.0 0.1 0.092
H -1.402656 -2.044844 -0.897316 0.2 0.2 0.3 0.087
```
Positions in Å, forces in eV/Å.